This record from the OMol25 dataset describes a structure of composition C41H37FN6Pt in a non-equilibrium geometry. The level of theory is the ωB97M-V functional and the def2-TZVPD basis.

```
86
C41H37FN6Pt (the ωB97M-V functional and the def2-TZVPD basis)
Pt 0.26430 -0.52210 -0.08820
C 0.98950 -2.85670 -2.09550
C -0.42200 -3.35570 -2.40670
C -1.27390 -2.33080 -3.15470
C -1.06410 -3.83520 -1.12410
C -1.18210 -5.20920 -0.97250
C -1.74980 -5.76940 0.15360
C -2.17930 -4.93530 1.16720
C -2.06710 -3.55760 1.06780
C -2.45320 -2.72120 2.26610
C -3.81040 -3.10100 2.85980
C -1.36100 -2.86610 3.32930
C -1.51670 -2.97990 -0.10010
N -1.49520 -1.57670 -0.24000
C -2.70510 -0.96730 -0.32530
C -3.89750 -1.66360 -0.62630
C -5.10560 -1.01340 -0.72940
C -5.20570 0.35450 -0.51680
C -4.05850 1.07500 -0.22540
C -2.84870 0.42520 -0.15740
F -1.74160 1.17700 0.09670
H 1.51180 -2.55890 -3.00240
H 1.55760 -3.64170 -1.60010
H 0.93610 -1.98530 -1.40040
H -0.32750 -4.23010 -3.06350
H -1.32470 -1.39160 -2.61230
H -2.28570 -2.71060 -3.28580
H -0.86120 -2.13660 -4.14350
H -0.83130 -5.84750 -1.77180
H -1.86720 -6.83930 0.23190
H -2.61890 -5.35850 2.05710
H -2.50350 -1.67190 1.97620
H -3.75970 -4.04590 3.39400
H -4.57090 -3.18040 2.08670
H -4.11940 -2.33910 3.57190
H -1.27490 -3.90320 3.64420
H -1.59370 -2.25390 4.19780
H -0.40390 -2.54510 2.92720
H -3.83920 -2.72890 -0.79470
H -5.98840 -1.58140 -0.97830
H -6.15700 0.85560 -0.58900
H -4.09320 2.13790 -0.04390
N 7.17020 0.11190 7.58900
C 6.37560 0.04670 6.76440
C 5.40400 -0.02190 5.74040
C 5.22830 1.06310 4.87930
C 4.28880 0.99350 3.87380
C 3.49270 -0.14160 3.71780
C 3.66210 -1.21500 4.58860
C 4.61620 -1.16330 5.58630
C 2.48130 -0.15200 2.63880
C 1.14410 -0.03130 3.02030
C 0.69100 0.35770 4.31170
C -0.64860 0.63090 4.19150
C -0.98830 0.34410 2.85690
N 0.06710 -0.05740 2.16660
C 2.95760 -0.06240 1.32640
C 4.32880 -0.03850 0.95390
C 4.37200 0.29830 -0.37660
C 3.04010 0.46730 -0.78030
N 2.18870 0.23120 0.21460
H 5.83090 1.94940 5.01020
H 4.14860 1.83050 3.20600
H 3.04650 -2.09580 4.47900
H 4.75680 -1.99940 6.25550
H 1.31600 0.47330 5.17570
H -1.31750 0.98810 4.95120
H -1.97320 0.41400 2.43350
H 5.15730 -0.25300 1.60030
H 5.24480 0.42820 -0.98810
H 2.69800 0.82550 -1.72980
N 0.58150 0.18960 -4.71540
C 1.05670 0.13050 -3.44700
N 0.25500 0.64820 -2.55920
C -0.82810 1.11550 -3.27950
C -1.95590 1.83660 -2.90090
C -2.89630 2.12440 -3.86870
C -2.72860 1.74400 -5.20220
C -1.58660 1.09160 -5.61720
C -0.64450 0.79850 -4.64570
H 1.03430 -0.16460 -5.54090
H 2.01970 -0.29010 -3.23710
H -2.07200 2.18050 -1.89080
H -3.78860 2.66370 -3.58820
H -3.50260 1.97250 -5.92090
H -1.43100 0.81860 -6.65010
```

As for the highest occupied orbital energy: -6.928 eV. The lowest unoccupied orbital energy is -0.97 eV. As for the calculated total energy: -2132.255872 Eh. For the energy relative to the best compared isomer or geometry (same formula, charge and spin), the calculation gives 169.8 kJ/mol. Its spin multiplicity is 1. The value obtained for the max |F| is 2.6 eV/Å. Its total charge is 0.